Entry 1:
The following is a DFT calculation (ωB97M-V/def2-TZVPD) of C6H8ClN in the gas phase.

Each line ends with the Mulliken charge.
Positions of all 16 atoms, in Å:
Cl: -2.591 0.305 -0.194  -0.2347
N: 1.948 -1.845 -0.446  -0.6498
C: -0.430 -1.268 0.478  -0.4722
C: 0.473 0.377 -0.450  0.4690
C: 2.065 2.357 0.155  0.2187
C: -0.812 0.146 0.381  -0.3723
C: 1.316 1.435 -0.032  -1.2852
C: 1.125 -0.964 0.262  -0.3233
H: 2.888 -1.315 -0.617  0.2693
H: 0.575 -0.070 -1.484  0.3663
H: -0.629 0.747 1.189  0.4928
H: 1.947 -2.818 -0.023  0.2444
H: -0.440 -1.724 1.549  0.2732
H: -0.903 -2.005 -0.318  0.2688
H: 2.954 3.151 0.079  0.3559
H: 1.607 -0.724 1.281  0.3791

Results
2S+1   1
LUMO energy   0.891 eV
SMILES   C#C[C@H]1[C@H](N)C[C@@H]1Cl
Energy above the lowest of the compared OMol25 structures with the same formula, charge and spin   387.35 kJ/mol
Orbital gap   0.3724 Ha
E   -20359.5738 eV


Entry 2:
The following is a DFT calculation (ωB97M-V/def2-TZVPD) of 2 unconnected molecules or ions with the total composition C4H12NO3.

Each line ends with the Löwdin spin population.
Positions of all 20 atoms, in Å:
O: -1.989 -0.901 2.967  -0.0001
O: 0.352 2.469 -1.149  0.0144
O: 1.601 1.723 1.055  0.6510
N: -0.473 -1.018 -0.352  0.0690
C: -0.425 1.288 -1.147  0.0141
C: 0.286 -1.797 -1.274  0.0121
C: -0.184 0.321 0.066  0.1002
C: 1.352 0.573 0.451  0.0963
H: -0.204 0.763 -2.114  0.0002
H: -1.323 -0.762 2.290  -0.0001
H: -0.760 -1.510 0.481  0.0024
H: -0.317 -2.098 -2.143  0.0046
H: 0.864 2.574 -0.327  -0.0001
H: 1.043 -1.177 -1.786  0.0011
H: 1.937 0.379 -0.453  0.0100
H: -0.845 0.553 0.895  0.0004
H: 1.659 -0.289 1.071  0.0181
H: -1.926 -0.086 3.490  0.0000
H: -1.433 1.664 -1.190  0.0048
H: 0.784 -2.671 -0.832  0.0016

Results
2S+1   2
LUMO energy (alpha / beta)   0.559 / -2.253 eV
Energy above the lowest of the compared OMol25 structures with the same formula, charge and spin   97.81 kJ/mol
<S²>   0.76
Orbital gap (alpha / beta)   0.3660 / 0.2695 Ha
E   -11971.7561 eV


Entry 3:
The following is a DFT calculation (ωB97M-V/def2-TZVPD) of 7 unconnected molecules or ions with the total composition C17H39BBr12NO2S.

Each line ends with the Mulliken charge.
Positions of all 73 atoms, in Å:
Br: -2.053 4.815 -0.370  -0.1019
Br: 3.437 0.787 -6.994  -0.1349
Br: -3.022 0.676 -4.097  -0.1219
Br: 0.853 -3.655 -3.978  -0.1513
Br: -0.827 -1.484 -1.510  -0.1491
Br: 0.499 1.613 -5.021  -0.0544
Br: -1.151 -3.932 7.033  -0.1478
Br: -5.592 -1.925 -4.299  -0.1250
Br: -2.565 -7.300 6.671  -0.1231
Br: 1.268 -3.722 3.957  -0.0857
Br: 1.961 -2.139 0.828  -0.0265
Br: -0.091 5.617 -3.332  -0.1119
S: 0.557 1.234 0.441  0.4073
O: 1.922 0.733 5.090  -0.5290
O: -1.747 2.102 1.862  -0.3997
N: -0.126 1.778 -0.978  0.0570
C: 1.456 2.712 0.955  -0.7578
C: -0.290 -5.657 7.282  -0.6249
C: 1.883 1.779 4.139  -0.4832
C: -0.770 -6.676 6.283  -0.4796
C: 2.436 -4.362 2.540  -0.6372
C: -4.349 0.158 -2.772  -0.4748
C: 3.177 -3.214 1.907  -0.6456
C: 2.505 1.279 2.843  0.4677
C: -0.946 -0.226 2.596  -0.5723
C: 2.698 2.360 1.779  -0.8876
C: -2.586 5.858 -1.931  -0.5700
C: -4.577 -1.332 -2.759  -0.5435
C: 1.017 2.308 -6.765  -0.6411
C: -2.000 5.295 -3.199  -0.4907
C: 0.711 -1.720 -3.936  -0.8932
C: 0.808 -1.167 -2.546  -0.0716
C: 1.654 1.239 -7.612  -0.6495
B: -0.875 1.074 1.783  0.2236
H: -5.254 0.706 -3.014  0.4217
H: -2.135 4.219 -3.268  0.1965
H: -5.159 -1.613 -1.884  0.3970
H: -0.131 -7.555 6.310  0.3624
H: -1.745 -0.858 2.182  0.3467
H: 0.103 2.671 -7.228  0.3595
H: 0.780 3.402 1.471  0.3338
H: -0.794 -6.269 5.276  0.2626
H: 1.804 -4.883 1.828  0.3809
H: 2.995 3.290 2.279  0.3767
H: -1.358 2.954 2.076  0.3171
H: -0.496 -5.956 8.305  0.4138
H: -3.671 5.817 -1.957  0.3688
H: 3.962 -3.558 1.239  0.4118
H: -2.257 6.872 -1.732  0.3687
H: 1.760 1.588 -8.637  0.3957
H: 1.535 -1.334 -4.532  0.4157
H: 3.514 2.099 1.103  0.3569
H: 1.617 -1.606 -1.971  0.3021
H: 2.466 2.630 4.512  0.3549
H: 1.081 0.317 -7.598  0.3629
H: -0.651 1.005 -1.386  -0.0414
H: -0.232 -1.460 -4.408  0.3778
H: -3.963 0.491 -1.811  0.2150
H: 1.714 3.185 0.004  0.4909
H: 0.776 -5.481 7.156  0.3287
H: 3.133 -5.060 2.996  0.3829
H: 3.592 -2.544 2.654  0.3477
H: -3.641 -1.882 -2.773  0.2036
H: -2.458 5.773 -4.061  0.3950
H: 1.928 0.429 2.460  -0.5236
H: 0.850 2.128 3.990  0.1888
H: -1.255 0.019 3.618  0.3156
H: 3.487 0.872 3.099  0.4561
H: -0.040 -0.832 2.609  0.1547
H: 0.932 -0.087 -2.602  0.1354
H: -0.721 2.598 -0.897  -0.1104
H: 1.689 3.138 -6.570  0.3850
H: 1.065 0.583 5.483  0.3211

Results
2S+1   1
LUMO energy   -3.333 eV
Orbital gap   0.3017 Ha
E   -875864.1804 eV
Net charge   +1


Entry 4:
The following is a DFT calculation (ωB97M-V/def2-TZVPD) of a gas-phase ion, C8H14O2P (charge -1).

Each line ends with the Mulliken charge.
Positions of all 25 atoms, in Å:
P: -1.855 0.385 -0.855  -0.1871
O: 1.394 1.259 -2.091  -0.5466
O: -3.072 0.143 0.033  -0.6904
C: 0.569 -0.632 -0.119  0.4693
C: 1.742 -1.441 0.356  -1.8180
C: -0.664 1.275 0.418  0.4377
C: 0.730 0.813 0.165  -0.5113
C: 1.579 1.546 -0.748  -0.7028
C: -1.313 1.159 1.767  -1.5193
C: -0.561 -0.974 -0.648  0.6427
C: -1.138 -2.345 -1.018  -1.5258
H: -0.839 -3.198 -0.382  0.3735
H: 1.166 0.883 1.130  0.3657
H: 0.471 0.808 -2.082  0.4209
H: -2.440 0.968 1.587  0.3519
H: 2.731 1.335 -0.619  0.2455
H: -0.720 2.456 0.153  0.2876
H: 1.490 -1.629 1.385  0.2825
H: 1.390 2.639 -0.518  0.2993
H: 1.898 -2.278 -0.177  0.5343
H: -1.061 -2.448 -2.039  0.3590
H: 2.653 -0.822 0.299  0.3600
H: -1.164 2.007 2.414  0.4007
H: -2.168 -2.224 -0.658  0.3779
H: -0.818 0.316 2.248  0.2928

Results
2S+1   1
LUMO energy   3.609 eV
SMILES   CC1=C(C)P([O-])[C@@H](C)[C@@H]1CO
Energy above the lowest of the compared OMol25 structures with the same formula, charge and spin   239.50 kJ/mol
Orbital gap   0.2389 Ha
E   -21906.1103 eV
Net charge   -1